Record 1
{
  "formula": "C4H13NS",
  "method": "ωB97M-V with the def2-TZVPD basis set",
  "species": ["C", "N", "C", "H", "H", "H", "H", "H", "H", "H", "C", "S", "C", "H", "H", "H", "H", "H", "H"],
  "xyz": [[1.51152, -0.52928, -0.99564], [0.57374, -1.21301, -0.09815], [0.53089, -2.65508, -0.34236], [1.35855, -0.76409, -2.04349], [2.51664, -0.91574, -0.74108], [1.60036, 0.51756, -0.72423], [0.78901, -1.06995, 0.88055], [0.89357, -3.27956, 0.47380], [-0.45780, -3.06844, -0.60363], [1.12567, -2.83368, -1.24247], [-0.19629, 2.80935, 0.37204], [-1.64477, 2.42633, 1.41812], [-2.15324, 0.74696, 0.82344], [0.45306, 3.40294, 1.00832], [0.26992, 1.84316, 0.19111], [-0.52009, 3.28616, -0.54886], [-1.89212, 0.65511, -0.22873], [-3.20831, 0.62050, 1.03796], [-1.55030, 0.02074, 1.36331]],
  "e_homo_ev": -8.241,
  "gap_ev": 9.18,
  "charge": 0,
  "fmax_ev_per_a": 2.5
}

Record 2
{
  "formula": "C4H13O4",
  "method": "ωB97M-V with the def2-TZVPD basis set",
  "species": ["C", "C", "C", "O", "C", "O", "H", "H", "H", "H", "H", "H", "H", "H", "H", "H", "H", "O", "H", "H", "O"],
  "xyz": [[1.26828, 0.31475, -0.38374], [1.37717, -0.95672, -1.30459], [0.70232, -2.28532, -0.83598], [0.77134, -2.61551, 0.52347], [-0.05016, 1.08669, -0.59324], [-0.51207, 1.71248, 0.59644], [1.36663, -0.10816, 0.61979], [2.07890, 1.02162, -0.47806], [2.43779, -1.22035, -1.38769], [0.88905, -0.58027, -2.20796], [-0.36917, -2.30833, -1.10410], [1.24240, -2.99670, -1.47247], [-0.82532, 0.37173, -0.91674], [0.20627, 1.89877, -1.28095], [-0.73790, 0.56148, 1.26252], [0.29935, -1.92325, 1.03681], [-1.41140, -0.24083, 2.53598], [-0.77311, -0.34708, 1.84010], [-2.57381, 2.13329, 1.06124], [-2.32828, 3.54878, 1.19023], [-3.05829, 2.93292, 1.29894]],
  "e_homo_ev": -4.045,
  "gap_ev": 7.96,
  "charge": -1,
  "fmax_ev_per_a": 2.2
}

Record 3
{
  "formula": "C4H13PSi2",
  "method": "ωB97M-V with the def2-TZVPD basis set",
  "species": ["C", "C", "C", "C", "Si", "Si", "P", "H", "H", "H", "H", "H", "H", "H", "H", "H", "H", "H", "H", "H"],
  "xyz": [[2.81247, -0.51895, 1.08127], [1.38263, 1.97668, -0.08420], [-3.07785, 1.15345, -0.85472], [-1.51704, -2.06015, 0.71833], [1.18653, 0.09926, 0.27517], [-0.90177, -0.63246, -0.24021], [0.91122, -1.28203, -1.59187], [3.33915, -0.79238, 0.18071], [3.36688, 0.02139, 1.75390], [2.63929, -1.50505, 1.44195], [0.37953, 2.43926, 0.34150], [2.17176, 2.38184, 0.55427], [1.50490, 2.53523, -1.00088], [-3.47686, 0.86624, 0.20957], [-2.74817, 2.10973, -0.96468], [-3.55094, 0.70731, -1.81279], [-1.91857, -1.75591, 1.68865], [-2.37290, -2.42098, 0.13316], [-0.80579, -2.82105, 0.86176], [0.67553, -0.50143, -2.69089]],
  "e_homo_ev": -7.905,
  "gap_ev": 7.21,
  "charge": 0,
  "fmax_ev_per_a": 5.6
}

Record 4
{
  "formula": "C4H14Cl2N2OP",
  "method": "ωB97M-V with the def2-TZVPD basis set",
  "species": ["C", "C", "N", "N", "P", "O", "H", "H", "H", "H", "H", "H", "H", "H", "H", "H", "Cl", "C", "C", "Cl", "H", "H", "H", "H"],
  "xyz": [[0.71702, -0.78515, 0.09648], [1.99257, -0.52819, -0.68097], [1.71854, -0.26799, -2.11281], [0.88098, 0.90062, -2.31373], [1.58703, 2.54249, -1.94628], [1.89099, 2.68971, -0.53874], [0.95405, -0.83158, 1.15552], [0.25067, -1.72163, -0.20374], [-0.01520, 0.02193, 0.01321], [2.58459, 0.25557, -0.20601], [2.60404, -1.42991, -0.68626], [2.57761, -0.10579, -2.63140], [0.02777, 0.77329, -1.75520], [0.57824, 0.87838, -3.29379], [2.63758, 2.52189, -2.86899], [0.55974, 3.33382, -2.47528], [-2.81311, 0.00926, 0.72474], [-3.06968, -1.28108, 1.94125], [-2.50980, -0.91075, 3.28944], [-0.72637, -0.84321, 3.27754], [-2.61437, -2.18939, 1.55652], [-4.14497, -1.42711, 2.01892], [-2.79621, -1.66432, 4.02022], [-2.87173, 0.05914, 3.61935]],
  "e_homo_ev": -13.325,
  "gap_ev": 9.68,
  "charge": 1,
  "fmax_ev_per_a": 0.5
}

Record 5
{
  "formula": "C4H14Cl2N2Si2",
  "method": "ωB97M-V with the def2-TZVPD basis set",
  "species": ["C", "C", "C", "C", "N", "N", "Si", "Si", "Cl", "Cl", "H", "H", "H", "H", "H", "H", "H", "H", "H", "H", "H", "H", "H", "H"],
  "xyz": [[0.01960, 2.33810, 1.00833], [-0.00163, 2.14791, -1.37240], [0.17983, -2.25177, -1.05022], [0.02933, -2.22477, 1.37464], [-0.15668, 1.42985, -0.09139], [0.23316, -1.39670, 0.20981], [-1.37943, -0.03550, 0.00926], [1.58235, -0.18884, 0.25884], [-2.38410, -0.59124, -1.59498], [2.69214, 0.21512, -1.27384], [0.33143, 1.80383, 1.90104], [0.83185, 3.00666, 0.82231], [-0.90432, 2.89214, 1.20535], [0.72899, 1.66438, -2.07108], [-0.89340, 2.16029, -1.95608], [0.23921, 3.18019, -1.25428], [0.42269, -1.54726, -1.83386], [0.92012, -3.05944, -1.16724], [-0.74782, -2.75222, -1.03768], [-0.27417, -1.68938, 2.23738], [-0.85664, -2.78670, 1.15468], [0.86867, -2.91468, 1.62831], [-2.12559, -0.18145, 1.18336], [2.03890, -0.59216, 1.55445]],
  "e_homo_ev": -18.689,
  "gap_ev": 9.67,
  "charge": 2,
  "fmax_ev_per_a": 3.7
}

Record 6
{
  "formula": "C4H14IN4O3",
  "method": "ωB97M-V with the def2-TZVPD basis set",
  "species": ["I", "C", "C", "O", "H", "H", "H", "H", "H", "H", "C", "O", "N", "N", "H", "H", "H", "H", "C", "O", "N", "N", "H", "H", "H", "H"],
  "xyz": [[-1.47773, 0.77216, 1.82547], [-1.35050, -0.98290, -1.99618], [-0.64616, 0.25862, -2.48806], [0.15885, 0.84861, -1.49516], [-1.94534, -0.78736, -1.09851], [-0.61741, -1.75794, -1.75671], [-2.08060, -1.45507, -2.66336], [-1.37728, 0.99763, -2.85904], [-0.03219, 0.02054, -3.36068], [-0.33378, 0.82296, -0.65797], [0.12259, -3.75958, 1.71588], [-0.69214, -4.10614, 2.55418], [1.15693, -4.57716, 1.32592], [0.08485, -2.54846, 1.05002], [1.22934, -5.50513, 1.69474], [1.79276, -4.34004, 0.58700], [0.96254, -2.10352, 0.84097], [-0.66529, -1.91897, 1.30670], [0.92498, 4.21899, 0.52108], [1.44347, 5.28009, 0.15288], [1.67049, 3.21158, 1.07120], [-0.39746, 3.96233, 0.43210], [2.65583, 3.35841, 1.15687], [1.22068, 2.37153, 1.39852], [-1.01631, 4.66216, 0.07192], [-0.79111, 3.05667, 0.67023]],
  "e_homo_ev": -4.855,
  "gap_ev": 7.86,
  "charge": -1,
  "fmax_ev_per_a": 1.0
}

Record 7
{
  "formula": "C4H14N",
  "method": "ωB97M-V with the def2-TZVPD basis set",
  "species": ["C", "N", "H", "H", "H", "H", "H", "H", "C", "C", "C", "H", "H", "H", "H", "H", "H", "H", "H"],
  "xyz": [[1.98035, -1.24257, 0.18623], [1.03582, -1.78462, -0.86845], [2.76808, -1.99646, 0.38245], [1.51032, -1.11078, 1.16870], [2.22336, -0.24584, -0.14389], [1.43573, -1.74349, -1.83825], [0.70316, -2.74421, -0.69285], [0.18483, -1.21460, -1.00320], [-0.64880, 1.84223, 1.21502], [-0.78402, 1.29705, -0.23812], [-1.67246, 0.06913, -0.37121], [-0.38651, 1.06800, 1.90049], [-0.01031, 2.76958, 1.23322], [-1.59740, 2.33883, 1.40278], [-1.13996, 2.13021, -0.83410], [0.23623, 1.33388, -0.64842], [-1.99464, -0.15289, -1.36805], [-2.54027, 0.17198, 0.30665], [-1.30353, -0.78541, 0.21100]],
  "e_homo_ev": -14.653,
  "gap_ev": 10.87,
  "charge": 1,
  "fmax_ev_per_a": 2.7
}

Record 8
{
  "formula": "C4H14N",
  "method": "ωB97M-V with the def2-TZVPD basis set",
  "species": ["C", "N", "C", "H", "H", "H", "H", "H", "H", "H", "H", "C", "C", "H", "H", "H", "H", "H", "H"],
  "xyz": [[0.84152, 0.32923, -0.12270], [2.10745, 0.24551, -0.88121], [2.85863, 1.52373, -1.05021], [0.30593, -0.60727, -0.27426], [1.01620, 0.49153, 0.93921], [0.19038, 1.11387, -0.50502], [1.83869, -0.13607, -1.79367], [2.74650, -0.46022, -0.50299], [2.20681, 2.27866, -1.48956], [3.73029, 1.34721, -1.67480], [3.13306, 1.93536, -0.07603], [-2.48254, -0.28954, 0.98984], [-2.78748, -1.72183, 0.87384], [-3.38831, 0.37555, 0.97849], [-1.84391, 0.05195, 0.17796], [-1.96020, -0.03419, 1.96450], [-3.58345, -2.04963, 0.11439], [-1.86069, -2.21575, 0.49887], [-3.06885, -2.17811, 1.83334]],
  "e_homo_ev": [-21.449, -21.448],
  "gap_ev": [14.76, 6.55],
  "multiplicity": 2,
  "charge": 2,
  "fmax_ev_per_a": 2.4,
  "s2": 0.753
}

ΔE to the lowest compared entry with this formula, charge and spin values (in kcal/mol) by entry order: 23.4, 25.0, 63.9, 1.2, 0.0, 5.3, 26.5, 20.0.